Record 1
The following is a DFT calculation (ωB97M-V/def2-TZVPD) of a 13-piece molecular cluster, C49H119N5O13 overall at a distorted geometry.

Charge: 0

Last column: Löwdin charge in e.
Element x y z (Å)
C: 3.936 2.864 1.532  -0.139
O: 3.487 2.010 2.596  -0.128
H: 3.077 3.455 1.233  0.058
H: 4.651 3.529 2.026  0.078
H: 4.452 2.410 0.686  0.065
H: 4.186 1.401 2.848  0.074
C: -3.950 2.912 -2.507  -0.166
O: -5.282 3.300 -2.257  -0.104
H: -3.806 2.393 -3.465  0.082
H: -3.282 3.773 -2.628  0.081
H: -3.665 2.246 -1.698  0.052
H: -5.655 3.715 -3.038  0.077
C: -2.676 0.865 7.081  -0.169
O: -1.830 1.882 7.555  -0.130
H: -3.665 0.885 7.529  0.077
H: -2.714 0.938 5.987  0.061
H: -2.230 -0.130 7.215  0.056
H: -1.228 2.225 6.882  0.028
C: -4.326 -4.717 0.706  -0.117
O: -4.543 -3.933 -0.474  -0.143
H: -5.199 -4.595 1.351  0.086
H: -4.144 -5.781 0.551  0.085
H: -3.463 -4.275 1.202  0.061
H: -5.403 -4.196 -0.824  0.080
O: -0.673 3.400 2.407  -0.052
H: -0.828 2.655 1.798  0.013
H: -0.988 4.176 1.934  0.050
O: -0.439 2.480 5.124  -0.057
H: 0.520 2.481 5.214  0.052
H: -0.603 2.818 4.226  0.005
O: -6.485 -1.488 -0.826  -0.056
H: -5.866 -2.233 -0.839  -0.005
H: -6.762 -1.420 0.094  0.036
O: -6.962 0.542 3.448  -0.059
H: -7.245 1.456 3.557  0.039
H: -6.092 0.608 3.037  0.006
C: -4.525 -5.411 -5.028  -0.030
C: -3.001 -5.543 -5.114  -0.506
C: -2.689 -5.013 -6.536  -0.148
C: -1.217 -4.703 -6.823  -0.179
C: -0.778 -3.675 -5.768  -0.138
C: -1.063 -4.077 -4.309  -0.517
N: -2.397 -4.619 -4.154  -0.107
O: -2.712 -4.950 -2.810  -0.020
C: 0.041 -5.054 -3.880  -0.030
C: -0.986 -2.824 -3.429  -0.047
C: -2.478 -6.978 -5.029  -0.027
H: -4.856 -4.426 -5.363  0.082
H: -4.801 -5.460 -3.973  0.073
H: -5.072 -6.104 -5.665  0.087
H: -3.055 -5.739 -7.263  0.124
H: -3.141 -4.025 -6.654  0.116
H: -1.168 -4.099 -7.734  0.108
H: -0.595 -5.581 -6.992  0.105
H: -1.195 -2.686 -5.973  0.118
H: 0.300 -3.572 -5.927  0.122
H: 0.990 -4.631 -3.539  0.083
H: -0.312 -5.636 -3.025  0.083
H: 0.337 -5.691 -4.717  0.072
H: -0.090 -2.218 -3.563  0.081
H: -1.872 -2.219 -3.645  0.092
H: -1.027 -3.090 -2.370  0.072
H: -2.516 -7.297 -3.980  0.083
H: -1.445 -7.158 -5.329  0.071
H: -3.044 -7.749 -5.558  0.082
H: -3.392 -4.289 -2.636  0.079
C: 1.233 8.292 1.668  -0.026
C: 2.201 7.335 0.919  -0.514
C: 1.347 6.141 0.447  -0.123
C: 1.999 5.302 -0.649  -0.176
C: 2.348 6.224 -1.837  -0.132
C: 3.292 7.359 -1.390  -0.512
N: 2.671 8.060 -0.262  -0.101
O: 3.405 9.231 0.036  -0.013
C: 4.728 6.877 -1.189  -0.028
C: 3.363 8.292 -2.614  -0.053
C: 3.334 6.909 1.841  -0.020
H: 0.849 7.855 2.588  0.086
H: 0.449 8.595 0.977  0.083
H: 1.819 9.177 1.922  0.075
H: 1.166 5.578 1.366  0.108
H: 0.388 6.498 0.070  0.120
H: 1.378 4.503 -1.060  0.104
H: 2.967 4.835 -0.445  0.079
H: 1.422 6.685 -2.188  0.121
H: 2.756 5.590 -2.626  0.102
H: 5.400 7.639 -0.804  0.091
H: 4.745 6.062 -0.458  0.055
H: 5.049 6.367 -2.100  0.084
H: 4.113 9.086 -2.532  0.081
H: 3.737 7.741 -3.480  0.083
H: 2.404 8.743 -2.882  0.088
H: 3.809 7.787 2.284  0.088
H: 4.115 6.359 1.329  0.056
H: 2.940 6.301 2.659  0.090
H: 3.111 9.868 -0.623  0.099
C: -3.485 -3.356 7.003  -0.011
C: -2.713 -4.695 6.913  -0.491
C: -3.011 -5.398 5.550  -0.141
C: -2.125 -4.914 4.404  -0.178
C: -0.660 -4.961 4.797  -0.135
C: -0.300 -4.210 6.088  -0.507
N: -1.257 -4.627 7.119  -0.117
O: -0.974 -4.036 8.393  -0.012
C: 1.092 -4.657 6.553  -0.044
C: -0.284 -2.664 5.906  -0.011
C: -3.218 -5.715 7.957  -0.041
H: -3.417 -3.070 8.050  0.081
H: -4.491 -3.496 6.612  0.083
H: -3.031 -2.606 6.355  0.064
H: -3.017 -6.489 5.602  0.114
H: -4.035 -5.172 5.233  0.112
H: -2.401 -3.884 4.163  0.098
H: -2.306 -5.566 3.547  0.109
H: -0.152 -4.372 4.021  0.109
H: -0.140 -5.919 4.806  0.120
H: 1.417 -3.928 7.307  0.077
H: 1.054 -5.638 7.018  0.087
H: 1.863 -4.417 5.818  0.089
H: 0.704 -2.210 5.981  0.081
H: -0.885 -2.418 5.030  0.056
H: -0.776 -2.165 6.748  0.067
H: -2.451 -6.478 8.096  0.085
H: -4.098 -6.292 7.675  0.080
H: -3.351 -5.146 8.881  0.077
H: -0.626 -4.809 8.850  0.102
C: 6.029 -0.417 -5.867  -0.033
C: 5.824 0.702 -4.846  -0.513
C: 6.018 2.059 -5.569  -0.139
C: 5.497 3.235 -4.780  -0.202
C: 4.031 3.022 -4.480  -0.134
C: 3.788 1.755 -3.650  -0.500
N: 4.459 0.641 -4.326  -0.112
O: 4.048 -0.627 -3.896  -0.007
C: 4.286 1.993 -2.219  -0.035
C: 2.284 1.518 -3.536  -0.034
C: 6.919 0.605 -3.741  -0.017
H: 5.817 -1.397 -5.446  0.079
H: 7.010 -0.364 -6.337  0.087
H: 5.293 -0.272 -6.662  0.089
H: 7.082 2.198 -5.766  0.125
H: 5.424 1.990 -6.485  0.121
H: 5.614 4.118 -5.423  0.115
H: 6.118 3.533 -3.929  0.104
H: 3.586 2.852 -5.468  0.128
H: 3.520 3.902 -4.088  0.106
H: 4.480 1.056 -1.690  0.085
H: 5.232 2.544 -2.190  0.068
H: 3.590 2.590 -1.627  0.067
H: 2.061 0.832 -2.717  0.057
H: 1.714 2.442 -3.442  0.085
H: 1.861 1.007 -4.408  0.092
H: 6.565 -0.267 -3.177  0.074
H: 7.028 1.475 -3.100  0.069
H: 7.892 0.366 -4.167  0.082
H: 4.658 -0.902 -3.188  0.091
C: 1.003 0.989 0.354  -0.038
C: -0.215 0.074 0.157  -0.481
C: 0.241 -1.248 0.791  -0.114
C: -0.887 -2.245 1.108  -0.153
C: -1.895 -1.551 2.031  -0.131
C: -2.376 -0.189 1.481  -0.489
N: -1.309 0.676 0.948  -0.091
O: -1.774 1.853 0.353  -0.046
C: -3.478 -0.543 0.444  -0.022
C: -3.068 0.582 2.586  -0.035
C: -0.518 -0.070 -1.331  -0.025
H: 1.396 1.046 1.366  0.077
H: 0.837 1.996 -0.042  0.078
H: 1.824 0.637 -0.283  0.079
H: 0.949 -1.741 0.123  0.124
H: 0.727 -1.090 1.754  0.125
H: -0.473 -3.090 1.663  0.104
H: -1.430 -2.637 0.247  0.098
H: -1.594 -1.398 3.070  0.107
H: -2.834 -2.107 2.052  0.100
H: -3.716 0.388 -0.080  0.075
H: -3.123 -1.252 -0.305  0.071
H: -4.362 -0.926 0.943  0.077
H: -2.363 0.883 3.367  0.079
H: -3.530 1.488 2.185  0.091
H: -3.867 0.054 3.115  0.081
H: -0.664 0.819 -1.949  0.088
H: -1.406 -0.690 -1.495  0.067
H: 0.268 -0.656 -1.811  0.075
H: -2.101 1.637 -0.540  0.069

Record 2
The following is a DFT calculation (ωB97M-V/def2-TZVPD) of one molecule with the formula C9H12N2O at a distorted geometry.

Charge: 0

Last column: Löwdin charge in e.
Element x y z (Å)
O: -0.255 -0.788 2.746  0.042
N: -2.389 0.617 -0.204  0.088
C: -0.873 -0.353 1.791  -0.467
C: -1.100 0.353 -0.405  -0.241
C: -3.019 0.373 0.969  -0.118
C: -2.264 -0.138 1.977  0.002
N: -0.263 -0.127 0.582  0.102
C: 2.117 0.330 1.168  -0.054
C: -0.567 0.620 -1.788  -0.120
C: 0.438 -0.460 -2.208  -0.186
C: 1.607 -0.319 -1.227  -0.153
C: 1.164 -0.500 0.297  -0.243
H: -4.080 0.579 1.072  0.108
H: -2.690 -0.360 2.964  0.122
H: 1.965 1.400 1.058  0.084
H: 2.042 0.157 2.228  0.062
H: 3.165 0.043 0.916  0.094
H: -0.114 1.618 -1.724  0.128
H: -1.408 0.662 -2.508  0.124
H: 0.795 -0.241 -3.227  0.115
H: -0.011 -1.459 -2.178  0.121
H: 2.387 -1.075 -1.417  0.116
H: 2.125 0.641 -1.430  0.119
H: 1.227 -1.574 0.549  0.154

Record 3
The following is a DFT calculation (ωB97M-V/def2-TZVPD) of an isolated ion of composition C5H9N2OS and charge +1 at a distorted geometry.

Charge: +1

Last column: Löwdin charge in e.
Element x y z (Å)
C: 1.727 -1.921 0.086  -0.039
C: 1.127 -2.907 -0.708  -0.068
C: 1.150 -0.709 0.393  -0.079
C: -0.644 0.763 0.076  -0.497
C: -1.752 3.269 0.486  -0.300
N: -0.054 -0.354 -0.070  0.001
N: -0.038 -2.760 -1.278  0.195
O: -2.307 0.606 -0.406  -0.097
S: -0.227 2.303 0.562  1.057
H: 2.693 -2.141 0.510  0.114
H: 1.643 -3.850 -0.847  0.146
H: 1.677 -0.040 1.070  0.133
H: -1.760 3.903 1.370  0.054
H: -2.600 2.594 0.473  0.042
H: -1.727 3.881 -0.411  0.058
H: -0.478 -3.499 -1.806  0.145
H: -0.511 -1.870 -1.112  0.094
H: -2.414 -0.317 -0.645  0.042

Table of energy relative to the best compared isomer or geometry (same formula, charge and spin) (kJ/mol), in record order: 73.4 16.4 208.7
Table of gap between HOMO and LUMO (hartree), in record order: 0.3122 0.3393 0.2934
Table of total energy (eV), in record order: -86802.6989 -14555.5092 -21185.4075